C51H61BrN6O15P | ωB97M-V/def2-TZVPD

Computed properties:
HOMO level	-11.6	eV
total energy	-6351.72353	a.u.
molecular weight	1108.95	g/mol
E_LUMO	-2.6	eV
net charge	+1
Kohn-Sham gap	0.332	Eh
multiplicity	1

Last column: Mulliken charge in e.
Positions of all 135 atoms, in Å:
C -3.30523 -0.87779 1.20810  -0.9668
C -3.76134 0.03820 0.05830  -0.6479
C -2.75314 1.19151 -0.18154  -1.4110
P -1.59380 0.88793 -1.53377  1.9422
C -1.98900 2.11994 -2.85718  -1.5528
O -2.18031 1.47516 -4.09710  -0.3441
C -3.50922 1.32373 -4.48121  0.7094
C -4.00422 -0.09237 -4.54085  -0.8526
O -4.19705 2.29400 -4.77919  -0.5569
O -1.94122 -0.52188 -2.13825  -0.5543
C -0.81600 -1.34308 -2.60520  -1.3677
C -0.42463 -2.31614 -1.51472  2.4825
C -1.60818 -3.25315 -1.23107  -1.9864
C 0.85088 -3.10686 -1.84538  0.5661
C 1.11893 -3.33729 -3.33249  -1.6082
C 2.06456 -2.47729 -1.14771  -1.6469
C 0.15627 1.03969 -1.01054  0.6977
Br 1.21957 1.91870 -2.39344  -0.0291
C 0.32867 1.76756 0.33372  -1.0621
C 0.31182 0.72673 1.47253  -0.1172
H -3.93857 -0.69788 2.07167  0.4006
H -2.30147 -0.65732 1.54814  0.1009
H -3.39464 -1.93255 0.97678  0.3786
H -4.00153 -0.51313 -0.84293  -0.0424
H -4.67977 0.52544 0.36907  0.7277
H -3.30767 2.09332 -0.43076  0.6833
H -2.23989 1.39738 0.74989  0.6931
H -1.22049 2.88140 -2.92619  0.4768
H -2.91128 2.62286 -2.56391  0.7703
H -3.25137 -0.71421 -5.01977  0.3320
H -4.91737 -0.11339 -5.11721  0.4414
H -4.15321 -0.47749 -3.53735  0.0617
H -1.18313 -1.90783 -3.45436  0.6748
H -0.00350 -0.72274 -2.97769  0.2475
H -0.23145 -1.78733 -0.57892  -0.8536
H -2.48260 -2.70467 -0.89792  0.2045
H -1.84571 -3.81940 -2.12772  0.3770
H -1.32356 -3.92158 -0.42488  0.5686
H 0.72584 -4.09272 -1.39942  0.4229
H 1.61377 -2.46744 -3.76138  0.3300
H 0.23578 -3.60941 -3.90265  0.5009
H 1.81400 -4.16454 -3.40601  0.2473
H 2.31481 -1.54916 -1.66175  0.1871
H 2.89322 -3.17217 -1.22183  0.5852
H 1.80266 -2.30485 -0.11351  0.3924
H 0.59797 0.05718 -0.90291  -0.5742
H 1.29061 2.26292 0.33052  0.6972
H -0.44247 2.51657 0.48619  0.2567
H 1.30365 0.28798 1.53106  -0.1165
H -0.34616 -0.09747 1.20529  -0.3820
H 0.00955 1.15685 2.41779  0.5073
C -2.96618 5.23267 -5.32264  -0.2570
C -3.00100 6.03795 -6.45478  -0.5357
C -2.40774 7.29038 -6.44251  -0.4040
C -1.78227 7.72037 -5.28805  -0.0525
C -1.74163 6.94323 -4.14772  -0.5371
C -2.33959 5.69419 -4.17185  -0.1472
N -1.13208 9.04118 -5.27226  1.0169
O -1.19960 9.71035 -6.27778  -0.5980
O -0.56700 9.37315 -4.25250  -0.6062
H -3.42785 4.25052 -5.34077  0.5102
H -3.48992 5.68696 -7.35269  0.4131
H -2.43226 7.91823 -7.32043  0.4716
H -1.25331 7.30391 -3.25495  0.4543
H -2.31835 5.08001 -3.28168  0.3473
C 4.12328 0.23117 6.06941  -0.4669
C 4.73678 1.12021 5.19644  -0.3751
C 4.66821 0.90693 3.83057  -0.5321
C 3.97855 -0.19620 3.36209  0.0842
C 3.36592 -1.09716 4.21577  -0.3024
C 3.44247 -0.87709 5.58005  -0.5830
N 3.87920 -0.41036 1.91415  1.0014
O 4.41997 0.38706 1.17804  -0.6448
O 3.23718 -1.36804 1.52398  -0.5499
H 4.17569 0.40240 7.13616  0.4065
H 5.26806 1.98210 5.57438  0.4403
H 5.14598 1.59603 3.15256  0.6220
H 2.83630 -1.95439 3.82861  0.4765
H 2.96841 -1.56865 6.26212  0.4153
C 3.58176 -5.90852 -8.53345  -0.4211
C 4.56309 -5.71536 -7.57040  -0.4474
C 4.27468 -5.92775 -6.23256  -0.4237
C 3.00072 -6.33494 -5.88308  0.2443
C 2.00846 -6.52814 -6.82610  -0.4027
C 2.30601 -6.31104 -8.16107  -0.4327
N 2.69559 -6.58053 -4.46643  1.0492
O 3.57507 -6.38143 -3.65560  -0.6079
O 1.57899 -6.96621 -4.18765  -0.5997
H 3.81257 -5.74728 -9.57780  0.3840
H 5.55564 -5.40241 -7.86194  0.3782
H 5.03275 -5.78092 -5.47822  0.4536
H 1.02048 -6.84575 -6.52916  0.4511
H 1.54324 -6.46046 -8.91214  0.3780
C -4.48094 -6.02755 4.99919  -0.4383
C -4.64878 -5.14841 3.93731  -0.6865
C -3.89158 -3.99227 3.86762  0.1261
C -2.97161 -3.73735 4.86680  0.1440
C -2.79380 -4.59629 5.93504  -0.6728
C -3.55752 -5.74970 5.99769  -0.4860
N -2.15272 -2.52302 4.79191  1.0250
O -2.32966 -1.76728 3.85749  -0.4001
O -1.33761 -2.33311 5.66941  -0.6870
H -5.07253 -6.93164 5.04893  0.3930
H -5.37201 -5.36417 3.16360  0.3967
H -4.02203 -3.30090 3.05002  0.3698
H -2.07312 -4.37439 6.70729  0.4821
H -3.43067 -6.43295 6.82535  0.3945
C 8.01412 4.85388 -0.67531  -0.4317
C 8.93855 5.09551 0.33184  -0.4146
C 8.58811 4.90114 1.65725  -0.4208
C 7.31018 4.46335 1.95008  0.1112
C 6.37363 4.22162 0.96253  -0.2689
C 6.73329 4.42056 -0.35964  -0.5133
N 6.94242 4.23716 3.35443  1.0720
O 7.77364 4.46628 4.20060  -0.6056
O 5.82078 3.82556 3.58866  -0.6415
H 8.29332 5.00261 -1.70965  0.3812
H 9.93477 5.43369 0.08475  0.3773
H 9.30140 5.08712 2.44579  0.4589
H 5.38075 3.88170 1.21527  0.5081
H 6.01457 4.23451 -1.14523  0.3786
C -4.24939 2.58982 8.03094  -0.4325
C -3.35142 1.71395 7.43484  -0.5763
C -3.81295 0.69335 6.62059  -0.0056
C -5.17571 0.57132 6.41631  0.0564
C -6.08613 1.42934 7.00433  -0.5158
C -5.61398 2.44539 7.81827  -0.4405
N -5.66929 -0.50026 5.54058  0.9943
O -4.84437 -1.25002 5.05607  -0.5107
O -6.86106 -0.57465 5.34689  -0.6084
H -3.88455 3.38747 8.66389  0.3893
H -2.28974 1.82598 7.60418  0.4133
H -3.11916 0.00791 6.15541  0.3676
H -7.14553 1.31081 6.83400  0.4718
H -6.31131 3.12566 8.28623  0.3831

Atomic forces in eV per Å
-0.49 0.18 -0.05
0.15 0.15 0.56
-0.43 -0.28 -0.15
-0.30 0.28 0.01
-0.54 0.24 -0.09
-0.05 -0.42 0.20
-1.74 1.80 -0.93
0.59 0.30 -0.37
1.66 -2.04 1.04
0.68 0.31 0.14
0.15 -0.63 -0.09
-0.51 -0.40 0.10
0.44 0.31 0.02
0.18 -0.11 0.13
0.21 0.03 0.41
-0.81 -0.44 -0.80
0.35 0.56 0.13
-0.05 -0.22 -0.10
-0.20 -0.54 0.39
0.11 0.13 -0.82
-0.03 -0.05 0.17
0.23 -0.17 -0.09
0.12 -0.13 -0.09
0.12 -0.05 -0.20
-0.19 0.04 -0.09
0.11 0.21 -0.17
0.23 0.02 0.07
0.20 -0.01 -0.08
-0.08 0.08 0.11
0.07 -0.10 0.00
-0.22 -0.04 0.04
-0.08 -0.02 0.16
-0.26 0.11 -0.16
0.03 0.23 0.11
-0.02 0.26 0.03
-0.20 0.07 -0.11
-0.12 -0.23 -0.03
-0.06 -0.26 0.00
-0.16 -0.10 0.09
-0.12 0.12 -0.27
-0.13 0.01 -0.11
0.19 -0.15 -0.16
0.26 0.23 0.19
0.34 0.13 0.13
0.32 0.14 0.25
-0.02 -0.23 -0.16
0.08 0.23 -0.08
-0.01 0.28 -0.10
0.08 -0.06 0.27
-0.25 -0.08 0.26
0.03 -0.02 0.22
-0.04 -0.03 -0.10
0.05 -0.05 0.11
-0.08 -0.02 -0.20
-0.07 -0.14 -0.02
0.05 -0.09 0.24
-0.04 -0.03 -0.13
-0.03 -0.04 0.02
-0.02 0.10 -0.18
0.09 0.04 0.17
0.08 0.23 0.04
-0.01 0.01 -0.02
0.06 0.08 0.05
0.03 0.11 -0.05
-0.02 0.01 0.05
0.00 -0.01 -0.04
-0.05 -0.07 0.12
0.11 0.14 -0.07
0.02 0.00 0.19
-0.13 -0.17 0.04
0.05 0.10 0.04
0.03 0.00 0.16
0.04 0.17 -0.14
-0.06 -0.08 0.00
0.01 -0.01 0.01
0.01 0.03 -0.04
-0.04 -0.03 -0.08
0.02 0.02 -0.09
-0.01 -0.02 -0.01
0.00 0.00 0.01
-0.09 -0.01 -0.06
0.20 0.06 0.02
0.05 0.00 -0.16
-0.19 -0.04 -0.08
0.10 0.04 -0.01
-0.02 -0.05 -0.05
0.12 0.10 0.12
-0.17 0.02 0.03
0.00 0.00 -0.01
0.02 0.00 0.01
-0.06 -0.04 0.08
0.03 -0.02 0.11
-0.02 -0.01 0.00
0.00 0.01 0.00
0.03 -0.06 0.07
-0.09 0.01 -0.19
-0.05 -0.14 -0.02
0.08 -0.08 0.18
-0.07 -0.01 -0.08
-0.03 -0.01 0.04
0.07 0.01 -0.23
0.11 0.06 0.20
-0.01 0.00 0.01
-0.02 0.01 -0.01
0.05 0.09 0.05
0.03 0.09 -0.05
0.01 0.00 0.02
0.00 0.00 0.01
-0.08 -0.02 -0.07
0.20 0.06 0.04
0.03 0.02 -0.16
-0.18 -0.07 -0.09
0.10 0.03 -0.01
0.01 0.03 -0.04
0.16 0.04 0.15
-0.17 -0.04 -0.02
0.00 0.01 -0.01
0.02 0.01 0.01
-0.07 -0.03 0.08
0.02 -0.01 0.11
-0.02 -0.01 0.00
-0.01 -0.01 -0.01
-0.08 0.07 0.04
0.20 -0.06 -0.03
0.07 0.13 0.11
-0.19 0.08 0.04
0.11 0.01 0.01
0.05 0.05 0.12
0.05 -0.12 -0.10
-0.20 0.01 -0.06
0.00 0.00 0.02
0.02 -0.02 0.00
-0.07 -0.04 -0.05
0.01 -0.09 -0.07
-0.02 0.00 0.00